# 1
Below is a molecular structure, C16H31F3P2Sn at a distorted geometry, with properties calculated with ωB97M-V with the def2-TZVPD basis set.

Properties
Total charge: +2
Gap between HOMO and LUMO (spin up / spin down), hartree: 0.1323 / 0.1326
LUMO energy (spin up / spin down), eV: -10.1 / -10.1
HOMO level (spin up / spin down), eV: -13.69 / -13.69

```
53
C16H31F3P2Sn | OMol25 | ωB97M-V with the def2-TZVPD basis set
P 1.464 -1.838 1.180
P 1.160 1.853 2.037
C 1.921 -0.318 0.093
C 2.368 0.953 0.827
H 1.001 -0.103 -0.519
H 2.723 -0.653 -0.588
H 3.077 0.704 1.650
H 2.902 1.763 0.262
C 0.194 3.003 1.045
H -0.387 3.645 1.734
H -0.480 2.503 0.364
H 0.975 3.575 0.558
C 2.070 3.275 2.795
H 1.968 4.111 2.084
H 3.122 3.076 3.042
H 1.536 3.591 3.718
C 0.274 -3.003 0.406
H 0.349 -4.075 0.708
H 0.464 -2.997 -0.662
H -0.811 -2.741 0.585
C 2.909 -2.886 0.824
H 3.767 -2.312 1.110
H 2.950 -3.231 -0.217
H 2.867 -3.760 1.461
Sn -1.666 -0.470 0.189
C -0.657 1.064 -1.681
C -2.069 0.860 -1.423
C -2.981 0.184 -2.481
C -2.356 -1.098 -2.909
C -1.423 -1.667 -1.874
C -0.106 -1.863 -2.228
C 0.731 -0.867 -2.893
C 0.147 0.584 -2.867
C -1.405 -1.035 2.482
H -0.272 1.957 -1.161
H -2.637 1.588 -0.803
H -3.133 0.869 -3.298
H -3.917 -0.019 -1.991
H -3.097 -1.839 -3.239
H -1.752 -0.977 -3.820
H -1.874 -2.304 -1.053
H 0.292 -2.853 -2.458
H 0.869 -1.227 -3.932
H 1.757 -0.938 -2.486
H 1.033 1.190 -3.055
H -0.454 0.671 -3.779
H -0.313 -0.779 2.644
H -1.454 -2.142 2.591
H -1.902 -0.711 3.486
F -2.300 3.127 3.080
C -2.198 1.799 3.157
F -1.836 1.494 4.425
F -3.407 1.265 2.880
```

***

# 2
Below is 2 unconnected molecules or ions with the total composition CH7NOSi at a distorted geometry, with properties calculated with ωB97M-V with the def2-TZVPD basis set.

Properties
Total charge: 0
Gap between HOMO and LUMO (spin up / spin down), hartree: 0.3235 / 0.3236
LUMO energy (spin up / spin down), eV: -1.1 / -1.1
HOMO level (spin up / spin down), eV: -9.86 / -9.91

```
11
CH7NOSi | OMol25 | ωB97M-V with the def2-TZVPD basis set
C 2.066 -0.059 -0.104
N -0.489 -0.550 -0.228
O 0.948 0.796 -0.215
Si -2.039 0.234 -0.005
H 1.851 -1.125 -0.328
H 2.376 0.093 1.045
H 2.751 0.352 -0.822
H -0.226 -1.083 0.593
H -2.498 0.060 1.444
H -1.653 1.528 -0.440
H -3.086 -0.245 -0.940
```

***

Energy relative to the best compared isomer or geometry (same formula, charge and spin) values (in kJ/mol) by entry order: 663.2; 240.9.